[1]
A cluster of 2 separate species, H10OS2Si4 in total at a distorted geometry. Source: OMol25; level of theory: ωB97M-V/def2-TZVPD.

Multiplicity: 3
ΔE to the lowest compared entry with this formula, charge and spin: 0.00 kcal per mole

Last column: Mulliken spin population.
Positions of all 17 atoms, in Å:
S (1.853, -1.415, -0.938)  0.134
S (1.942, -0.088, 2.485)  1.053
Si (1.548, 3.198, -0.326)  0.006
Si (1.692, 0.163, 0.512)  0.676
Si (0.728, -3.174, -0.307)  0.000
Si (-2.229, -0.129, -0.017)  0.021
O (1.588, 1.492, -0.289)  0.071
H (1.644, -4.121, -0.983)  0.000
H (0.175, 3.220, -0.807)  0.003
H (-1.394, -1.240, -0.599)  0.007
H (2.817, 3.629, -0.992)  0.003
H (-1.913, 1.225, -0.707)  0.001
H (0.934, -3.554, 1.120)  0.001
H (-3.744, -0.471, -0.252)  0.013
H (-1.952, -0.202, 1.515)  0.004
H (-0.594, -2.847, -0.699)  0.004
H (1.296, 3.571, 1.105)  0.001

[2]
A structure of composition H10Si7 at a distorted geometry. Source: OMol25; level of theory: ωB97M-V/def2-TZVPD.

ΔE to the lowest compared entry with this formula, charge and spin: 32.93 kcal per mole

Last column: natural (NBO) charge in e.
Positions of all 17 atoms, in Å:
Si (-0.074, 1.466, -0.514)  0.028
Si (1.823, 0.749, 0.718)  0.188
Si (2.094, -1.572, 0.691)  0.455
Si (-3.105, -0.807, 0.764)  0.525
Si (-2.154, 1.296, 0.778)  -0.009
Si (-0.800, -1.900, 0.147)  -0.237
Si (-0.409, -0.468, -1.867)  0.208
H (0.463, 2.906, -0.818)  -0.073
H (-3.471, 2.027, 0.388)  -0.098
H (-2.038, 1.941, 2.060)  -0.093
H (-1.633, -0.032, -2.575)  -0.150
H (1.466, 1.020, 2.074)  -0.134
H (-0.705, -3.254, -0.687)  -0.110
H (0.294, -0.737, -3.172)  -0.092
H (2.858, 1.744, 0.660)  -0.114
H (2.892, -2.031, -0.448)  -0.146
H (2.501, -2.346, 1.799)  -0.147

[3]
A cluster of 5 separate species, H11O5 in total. Source: OMol25; level of theory: ωB97M-V/def2-TZVPD.

ΔE to the lowest compared entry with this formula, charge and spin: 10.43 kcal per mole
Total charge: +1

Last column: natural (NBO) charge in e.
Positions of all 16 atoms, in Å:
O (15.850, -6.484, -15.303)  -0.963
O (14.227, -4.456, -15.504)  -0.836
O (13.785, -2.049, -17.109)  -0.954
O (13.331, -4.936, -17.937)  -0.963
O (12.536, -4.575, -13.601)  -0.957
H (12.910, -1.653, -17.025)  0.483
H (14.044, -1.882, -18.022)  0.477
H (15.992, -7.296, -14.803)  0.517
H (13.892, -4.339, -16.445)  0.567
H (16.653, -6.362, -15.826)  0.503
H (12.709, -4.333, -12.684)  0.517
H (13.469, -4.597, -14.849)  0.547
H (13.425, -4.352, -18.697)  0.499
H (11.582, -4.698, -13.672)  0.508
H (12.731, -5.635, -18.221)  0.506
H (14.920, -5.187, -15.456)  0.549

[4]
A cluster of 6 separate species, H11O5S in total. Source: OMol25; level of theory: ωB97M-V/def2-TZVPD.

ΔE to the lowest compared entry with this formula, charge and spin: 25.31 kcal per mole
Total charge: -1

Last column: natural (NBO) charge in e.
Positions of all 17 atoms, in Å:
S (1.668, -0.216, -2.529)  -1.025
O (-0.284, 0.991, 1.831)  -0.955
O (-2.159, 2.563, -1.126)  -0.973
O (-0.611, -1.956, 3.256)  -0.947
O (-1.034, -0.087, -1.001)  -1.040
O (2.496, -1.376, 0.410)  -0.973
H (-1.802, 1.668, -0.988)  0.505
H (-1.357, -1.620, 2.753)  0.471
H (0.078, 0.549, 1.049)  0.489
H (0.750, -0.042, -3.490)  0.112
H (2.450, -1.342, -0.557)  0.502
H (-0.898, -1.035, -0.848)  0.478
H (-0.201, 0.125, -1.510)  0.499
H (3.135, -0.708, 0.655)  0.461
H (-0.109, 1.908, 1.595)  0.462
H (0.072, -2.058, 2.588)  0.477
H (-2.195, 2.635, -2.087)  0.457

[5]
A cluster of 7 separate species, H11O5S in total at a distorted geometry. Source: OMol25; level of theory: ωB97M-V/def2-TZVPD.

ΔE to the lowest compared entry with this formula, charge and spin: 176.91 kcal per mole
Total charge: -1

Last column: natural (NBO) charge in e.
Positions of all 17 atoms, in Å:
S (-3.513, -0.572, 0.633)  -0.159
O (-0.851, 0.690, 1.570)  -0.940
O (1.840, 1.434, 1.664)  -1.027
O (3.920, -2.085, -1.317)  -1.017
O (3.323, 0.364, -0.495)  -1.111
O (-6.133, -1.193, -1.208)  -0.958
H (0.941, 1.187, 1.537)  0.473
H (-5.277, -1.069, -0.760)  0.474
H (-1.205, 0.762, 2.475)  0.460
H (1.115, 1.285, -1.210)  0.007
H (3.749, -1.165, -0.934)  0.512
H (3.058, -2.461, -1.139)  0.440
H (3.988, 0.942, -0.863)  0.419
H (0.865, 0.710, -0.802)  -0.005
H (-1.742, 0.419, 1.242)  0.453
H (2.405, 1.058, 0.955)  0.517
H (-6.483, -0.304, -1.346)  0.461

[6]
A cluster of 7 separate species, H12IO6 in total at a distorted geometry. Source: OMol25; level of theory: ωB97M-V/def2-TZVPD.

ΔE to the lowest compared entry with this formula, charge and spin: 47.02 kcal per mole
Total charge: -1

Last column: natural (NBO) charge in e.
Positions of all 19 atoms, in Å:
I (0.045, 0.097, -0.226)  -0.872
O (2.152, 0.523, 2.253)  -0.958
O (-2.415, -2.432, 1.130)  -0.956
O (-1.849, 1.635, 2.286)  -0.977
O (1.976, 0.372, -3.508)  -0.937
O (1.139, -3.505, -0.100)  -0.991
O (-0.827, 3.324, -1.457)  -1.010
H (1.359, 0.286, -2.858)  0.480
H (-1.954, -1.852, 0.491)  0.490
H (-0.319, 3.637, -2.317)  0.476
H (1.569, 0.290, 1.506)  0.469
H (-1.549, 1.383, 1.389)  0.494
H (-3.310, -1.840, 1.362)  0.458
H (0.719, -2.534, -0.138)  0.504
H (-1.410, 1.160, 2.934)  0.463
H (2.134, -3.427, -0.033)  0.466
H (1.824, -0.128, 2.737)  0.439
H (-0.707, 2.393, -1.125)  0.509
H (1.424, 0.616, -4.326)  0.453

- ΔE to the lowest compared entry with this formula, charge and spin of number 1 (H10OS2Si4)?
  0.00 kcal per mole